(1)
{"formula": "CH6NO4", "method": "ωB97M-V with the def2-TZVPD basis set", "molar_mass_g_mol": 96.06, "homo_lumo_gap_ev": 8.96, "total_charge": -1, "species": ["N", "C", "O", "O", "H", "H", "H", "H", "O", "H", "H", "O"], "xyz": [[1.175, 0.332, -1.148], [0.583, 0.519, 0.165], [-0.354, -0.310, 0.318], [0.987, 1.521, 0.876], [1.218, -0.511, -1.562], [1.932, 0.958, -1.452], [-1.761, -1.977, -2.427], [-0.825, -1.598, -1.329], [-1.189, -2.395, -1.776], [-0.747, 0.691, 3.331], [-0.224, 1.234, 2.119], [-0.793, 1.536, 2.887]], "lowdin_charge": [0.0882, -0.7396, -0.0822, -0.1085, -0.0047, 0.0704, 0.0164, 0.0005, -0.0963, -0.0020, -0.0143, -0.1282]}

(2)
{"formula": "C27H24F2N4O3S2", "method": "ωB97M-V with the def2-TZVPD basis set", "molar_mass_g_mol": 554.64, "homo_lumo_gap_ev": 7.74, "smiles": "O=C(CSc1nc2ccccc2c(=O)n1-c1ccc(SC(F)F)cc1)Nc1ccc(N2CCOCC2)cc1", "species": ["O", "C", "C", "S", "C", "N", "C", "C", "C", "C", "C", "C", "C", "O", "N", "C", "C", "C", "C", "S", "C", "F", "F", "C", "C", "N", "C", "C", "C", "C", "N", "C", "C", "O", "C", "C", "C", "C", "H", "H", "H", "H", "H", "H", "H", "H", "H", "H", "H", "H", "H", "H", "H", "H", "H", "H", "H", "H", "H", "H", "H", "H"], "xyz": [[-0.116, -1.195, -1.705], [-0.864, -0.292, -2.001], [-0.683, 0.513, -3.292], [1.088, 0.815, -3.565], [1.500, 1.316, -1.937], [0.538, 1.603, -1.137], [0.834, 1.855, 0.175], [-0.203, 2.121, 1.075], [0.081, 2.325, 2.406], [1.395, 2.285, 2.870], [2.428, 2.041, 1.994], [2.160, 1.823, 0.641], [3.250, 1.563, -0.290], [4.430, 1.558, -0.018], [2.823, 1.318, -1.609], [3.810, 1.029, -2.592], [3.973, 1.885, -3.673], [4.934, 1.606, -4.626], [5.730, 0.482, -4.477], [6.963, 0.119, -5.725], [6.072, -1.225, -6.576], [5.836, -2.267, -5.759], [4.874, -0.811, -7.026], [5.586, -0.364, -3.390], [4.615, -0.092, -2.445], [-1.961, 0.087, -1.303], [-2.342, -0.301, -0.009], [-1.618, -1.204, 0.763], [-2.025, -1.505, 2.044], [-3.176, -0.940, 2.609], [-3.510, -1.226, 3.925], [-4.589, -0.525, 4.592], [-5.928, -1.245, 4.384], [-5.849, -2.575, 4.850], [-4.811, -3.279, 4.205], [-3.452, -2.593, 4.408], [-3.892, -0.034, 1.820], [-3.478, 0.280, 0.541], [-1.200, 1.470, -3.268], [-1.008, -0.074, -4.151], [-1.217, 2.149, 0.710], [-0.725, 2.517, 3.099], [1.600, 2.447, 3.917], [3.456, 2.008, 2.322], [3.352, 2.763, -3.767], [5.071, 2.254, -5.477], [6.681, -1.563, -7.425], [6.220, -1.231, -3.287], [4.483, -0.742, -1.594], [-2.507, 0.850, -1.678], [-0.728, -1.655, 0.360], [-1.417, -2.180, 2.625], [-4.639, 0.509, 4.254], [-4.359, -0.526, 5.663], [-6.724, -0.769, 4.958], [-6.194, -1.242, 3.316], [-4.810, -4.281, 4.639], [-5.020, -3.350, 3.125], [-2.682, -3.158, 3.887], [-3.215, -2.568, 5.477], [-4.790, 0.435, 2.190], [-4.055, 0.987, -0.040]], "lowdin_charge": [0.0534, -0.5694, -0.3474, 1.0535, -0.5477, 0.1073, -0.1914, -0.0071, -0.0630, -0.0738, -0.0067, -0.0626, -0.3457, 0.1044, 0.0631, -0.2529, -0.0377, -0.0792, -0.5247, 0.9927, -0.6712, 0.0170, 0.0196, -0.0697, 0.0211, 0.1233, -0.2478, -0.0043, -0.0064, -0.2318, -0.1040, -0.1441, -0.1884, -0.1324, -0.1841, -0.1339, -0.0257, -0.0373, 0.0762, 0.0877, 0.1041, 0.1059, 0.1023, 0.1194, 0.1184, 0.1097, 0.1169, 0.1118, 0.1314, 0.1400, 0.1045, 0.1077, 0.1165, 0.1289, 0.1259, 0.1223, 0.1256, 0.1306, 0.1099, 0.1294, 0.0977, 0.1120]}

(3)
{"formula": "C2H3NS2", "method": "ωB97M-V with the def2-TZVPD basis set", "molar_mass_g_mol": 105.19, "homo_lumo_gap_ev": 7.85, "smiles": "S=C/C=N\\S", "species": ["S", "C", "C", "N", "S", "H", "H", "H"], "xyz": [[2.828, -0.375, 0.001], [1.207, -0.490, -0.019], [0.301, 0.711, -0.066], [-0.963, 0.754, 0.039], [-1.873, -0.692, -0.027], [0.715, -1.469, 0.010], [0.813, 1.638, -0.083], [-3.029, -0.077, 0.145]], "lowdin_charge": [0.6993, -0.6578, -0.3733, -0.3520, 0.7392, 0.0220, 0.0793, -0.1567]}

(4)
{"formula": "C5H8O", "method": "ωB97M-V with the def2-TZVPD basis set", "molar_mass_g_mol": 84.12, "homo_lumo_gap_ev": 9.50, "species": ["C", "C", "C", "C", "O", "C", "H", "H", "H", "H", "H", "H", "H", "H"], "xyz": [[-0.550, 0.519, 1.501], [0.185, -0.653, 0.852], [0.083, -0.731, -0.684], [-0.018, 0.563, -1.505], [1.356, 0.339, -1.918], [1.496, -0.834, -1.306], [-0.110, 1.478, 1.209], [-0.481, 0.453, 2.591], [-1.612, 0.536, 1.231], [-0.184, -1.596, 1.270], [-0.603, -1.523, -1.004], [-0.133, 1.518, -0.986], [-0.674, 0.533, -2.379], [1.246, -0.603, 1.129]], "lowdin_charge": [-0.1117, -0.2291, -0.3043, -0.1249, -0.0693, 0.0410, 0.0670, 0.0728, 0.0796, 0.1083, 0.1347, 0.1104, 0.1211, 0.1045]}

(5)
{"formula": "C5H7N3", "method": "ωB97M-V with the def2-TZVPD basis set", "molar_mass_g_mol": 109.13, "homo_lumo_gap_ev": 10.69, "smiles": "C=CCn1nccn1", "species": ["C", "C", "C", "N", "N", "C", "C", "N", "H", "H", "H", "H", "H", "H", "H"], "xyz": [[2.612, -0.216, 0.464], [1.396, -0.513, 0.776], [0.426, -0.832, -0.419], [-0.928, -0.283, -0.308], [-1.705, -0.058, -1.329], [-2.766, 0.572, -0.906], [-2.619, 0.674, 0.556], [-1.489, 0.111, 0.831], [3.287, 0.114, 1.297], [2.911, -0.167, -0.578], [1.029, -0.574, 1.809], [0.543, -1.912, -0.519], [0.814, -0.378, -1.259], [-3.636, 0.757, -1.381], [-3.426, 0.931, 1.268]], "lowdin_charge": [-0.0301, -0.1643, -0.0992, -0.2005, 0.0673, -0.1129, -0.1277, 0.0636, 0.0802, 0.0646, 0.1002, 0.1213, 0.0794, 0.0528, 0.1054]}

(6)
{"formula": "C17H13N7OS2", "method": "ωB97M-V with the def2-TZVPD basis set", "molar_mass_g_mol": 395.47, "homo_lumo_gap_ev": 7.10, "species": ["O", "C", "N", "C", "N", "S", "C", "N", "C", "C", "C", "C", "C", "C", "H", "H", "H", "H", "H", "H", "C", "H", "H", "S", "C", "N", "N", "N", "N", "C", "C", "C", "C", "C", "C", "H", "H", "H", "H", "H"], "xyz": [[-2.418, -3.710, 0.056], [-1.650, -2.851, -0.049], [-1.528, -2.169, -1.186], [-0.362, -1.240, -1.566], [-0.570, -0.064, -2.473], [0.946, 0.606, -2.581], [1.915, -0.512, -1.497], [0.919, -1.532, -1.274], [3.158, -0.526, -1.460], [3.875, 0.615, -1.864], [5.254, 0.441, -1.594], [5.894, -0.420, -0.932], [5.113, -1.170, -0.381], [3.742, -1.541, -0.510], [3.149, -2.244, -0.281], [5.717, -2.103, 0.429], [6.949, -0.075, -0.524], [5.903, 1.504, -1.930], [3.270, 1.238, -2.501], [-2.049, -2.238, -1.797], [-0.606, -2.574, 0.974], [0.510, -2.371, 0.897], [-0.594, -3.533, 1.815], [-1.358, -1.289, 2.100], [-0.663, 0.000, 1.180], [0.653, 0.128, 1.082], [1.071, 1.535, 0.664], [-0.058, 1.980, 0.730], [-0.884, 1.416, 1.290], [-2.271, 2.006, 1.474], [-3.198, 1.373, 2.322], [-4.403, 2.070, 2.371], [-4.806, 3.068, 1.722], [-3.851, 3.717, 0.710], [-2.597, 3.089, 0.577], [-2.027, 3.217, -0.096], [-4.277, 4.442, -0.038], [-5.665, 3.496, 2.053], [-5.061, 1.612, 3.257], [-2.733, 0.501, 3.057]], "lowdin_charge": [0.1349, -0.6617, 0.2350, -0.3224, -0.2794, 0.9813, -0.4752, 0.0724, -0.3010, 0.0127, -0.1268, -0.2232, -0.1528, 0.1251, 0.0320, 0.1925, 0.1823, 0.1813, 0.0729, -0.0230, -0.3362, 0.0789, 0.1589, 0.9714, -0.5682, 0.0452, 0.1178, -0.1137, -0.0907, -0.0944, -0.0350, -0.1922, -0.0913, 0.0351, 0.0050, -0.0120, 0.1137, 0.0734, 0.1599, 0.1177]}

(7)
{"formula": "C4H5NO2", "method": "ωB97M-V with the def2-TZVPD basis set", "molar_mass_g_mol": 99.09, "homo_lumo_gap_ev": 9.97, "smiles": "C[C@]1(C=O)NC1=O", "species": ["C", "C", "C", "O", "N", "C", "O", "H", "H", "H", "H", "H"], "xyz": [[-1.500, -0.345, -0.310], [-0.046, -0.024, 0.016], [0.483, 1.362, -0.093], [1.665, 1.587, 0.074], [0.945, -1.084, -0.265], [1.048, -0.669, 0.988], [1.644, -0.690, 2.019], [-1.596, -0.811, -1.302], [-1.930, -1.039, 0.415], [-2.125, 0.556, -0.328], [-0.242, 2.185, -0.228], [1.653, -1.029, -0.985]], "lowdin_charge": [-0.0273, -0.3033, -0.1992, 0.0576, 0.1831, -0.3821, 0.1526, 0.0839, 0.0799, 0.0755, 0.1299, 0.1495]}

(8)
{"formula": "C9H18O2S", "method": "ωB97M-V with the def2-TZVPD basis set", "molar_mass_g_mol": 190.31, "homo_lumo_gap_ev": 8.02, "smiles": "C=[S@H](C)=CC[C@H](CC)O/C=C\\O", "species": ["C", "S", "C", "C", "C", "C", "C", "C", "O", "C", "C", "O", "H", "H", "H", "H", "H", "H", "H", "H", "H", "H", "H", "H", "H", "H", "H", "H", "H", "H"], "xyz": [[-3.537, 0.324, 1.015], [-2.265, -0.600, 0.572], [-2.856, -2.379, 0.879], [-0.762, -0.163, 1.109], [0.305, -1.119, 0.491], [1.578, -0.402, -0.024], [2.090, 0.722, 0.898], [3.467, 1.346, 0.445], [1.311, 0.127, -1.357], [0.772, 1.383, -1.532], [0.051, 1.588, -2.643], [-0.041, 0.726, -3.681], [-4.557, 0.043, 0.859], [-3.271, 1.353, 0.950], [-1.933, -0.854, -0.863], [-2.056, -2.577, 1.683], [-3.934, -2.252, 1.129], [-2.685, -3.214, 0.198], [-0.687, -0.031, 2.249], [0.656, -1.679, 1.299], [-0.084, -1.751, -0.370], [2.402, -1.092, -0.148], [1.386, 1.435, 1.100], [2.290, 0.155, 1.874], [4.173, 0.540, 0.175], [3.969, 2.135, 1.200], [3.388, 1.883, -0.498], [0.731, 1.873, -0.599], [-0.459, 2.460, -2.850], [0.558, 0.020, -3.558]], "lowdin_charge": [-0.3259, 0.7880, -0.1970, -0.4091, -0.2222, -0.3158, -0.2111, -0.0897, -0.1055, -0.1282, -0.1713, 0.0310, 0.0037, -0.0034, 0.0846, 0.0719, 0.0468, 0.0427, 0.1009, 0.0766, 0.1198, 0.1387, 0.0499, 0.1400, 0.0668, 0.1158, 0.0480, 0.0952, 0.0892, 0.0695]}